Below is a structure of composition C8H24BF4LiN2O3 in a non-equilibrium geometry, with properties calculated with ωB97M-V/def2-TZVPD.

Structure (XYZ):
```
43
Properties=species:S:1:pos:R:3:forces:R:3
F -1.6931 -5.1700 3.3655 0.842 -2.237 0.854
F -3.5570 -4.7007 2.1208 -1.793 -0.849 -0.431
F -2.6605 -3.2509 3.6154 -0.978 1.921 1.195
F -1.6278 -3.7378 1.6937 1.176 1.071 -1.671
O -3.3261 -1.2194 -1.3070 0.601 0.376 -0.191
O -1.2208 5.0224 1.6090 0.281 0.270 0.956
O 1.1960 -1.1282 -3.3520 0.113 0.062 0.524
N 2.3921 -2.0346 -0.8485 -1.626 1.102 0.806
N -0.1445 2.4881 0.6829 0.790 0.106 -0.250
C 2.5540 -1.6327 -3.2779 -1.005 -0.193 0.185
C -0.4742 2.7294 2.0691 -0.920 0.126 0.990
C -0.3263 4.2334 2.4309 -0.798 -0.908 -0.056
C -2.5318 5.3881 2.1697 1.640 -0.814 -0.465
C 1.0071 -0.0475 -4.2733 0.338 -0.344 0.293
C 2.0878 -4.0285 -2.2584 -0.776 0.225 -0.754
C 0.2613 1.7784 3.0202 -0.369 -0.052 0.285
C 2.7285 -2.6253 -2.1028 0.740 -1.363 -1.016
B -2.4300 -4.2414 2.7161 0.886 0.403 -0.249
Li -0.3040 -0.8014 -0.8300 0.260 -0.384 -0.043
H -0.6489 3.2098 0.1880 -0.342 0.093 -0.487
H 3.0668 -1.2997 -0.6908 -0.030 0.134 0.503
H 1.3045 2.0200 3.2241 0.099 0.257 -0.264
H -2.9499 6.0903 1.4484 -0.155 -0.304 0.070
H 2.1285 -4.6900 -1.3930 0.290 0.439 0.325
H -3.8147 -1.0194 -0.5086 -0.142 -0.013 0.328
H 2.4814 -2.7344 -0.1257 0.017 0.110 0.273
H 3.2582 -0.8107 -3.1488 -0.007 0.301 0.130
H 1.6316 0.8028 -3.9990 0.312 0.025 -0.115
H -0.0192 0.3169 -4.2305 -0.092 -0.414 0.132
H 2.4713 -4.6314 -3.0815 0.576 0.356 -0.089
H 0.7942 2.8609 0.6774 0.759 -0.258 -0.801
H -3.0868 4.4548 2.2651 -0.482 0.273 0.024
H 0.2270 0.7409 2.6879 -0.011 0.080 -0.357
H 3.8019 -2.7811 -1.9950 0.421 -0.300 -0.944
H 2.7949 -2.1051 -4.2302 0.070 -0.221 -0.034
H 1.2199 -0.3807 -5.2890 0.085 0.111 -0.099
H 0.7125 4.5299 2.2861 0.009 0.364 -0.457
H -2.4486 5.8819 3.1378 0.184 -0.046 0.055
H -1.5455 2.5345 2.1197 -0.171 -0.195 0.431
H 1.0322 -3.9701 -2.5236 -0.227 0.344 0.240
H -0.4827 4.3126 3.5068 -0.479 0.419 0.107
H -3.6250 -2.0932 -1.5587 -0.035 -0.342 -0.005
H -0.2342 1.7389 3.9902 -0.048 0.270 0.070
```
Forces are in eV/Å.

---

45
Properties=species:S:1:pos:R:3:forces:R:3 method="wB97M-V/def2-TZVPD" total_charge=+1
S 1.6656 4.5224 0.5350 4.153 -1.148 0.070
S -1.6639 -4.0461 -1.6156 -1.171 0.831 -1.668
F -1.2813 0.0749 -0.9873 -0.319 -0.010 0.495
F -0.6941 -1.0597 0.9621 -0.108 -0.689 -0.104
F -0.0164 1.0590 0.6251 0.015 0.773 0.205
F -2.2433 0.5756 1.0470 -0.562 0.779 0.124
O 0.3202 4.2053 0.9273 -1.375 0.106 0.127
O 2.0218 5.7621 -0.1214 -0.835 -0.269 0.546
O -2.6296 -5.0021 -2.1800 1.934 0.269 1.408
O -2.2755 -2.6978 -1.5782 1.242 -0.690 -0.059
N -3.8287 -1.0061 -0.3996 -2.331 1.988 -0.118
N -2.5493 3.4929 0.9608 0.238 0.374 0.254
C -0.0636 -4.0788 -2.5797 0.035 -0.714 0.586
C 3.5671 2.5420 0.5022 -1.939 -1.191 -0.806
C 2.9615 2.5852 1.9119 0.765 1.795 1.986
C 0.9701 -4.8723 -1.6511 -2.499 0.353 -0.749
C 0.7488 -4.2392 -0.3091 -1.939 0.765 1.056
C 2.7678 4.1297 2.0475 -0.988 -0.297 -0.590
C -0.8791 -4.3317 -0.0156 1.521 -1.271 -0.720
C 2.4768 3.1597 -0.4712 0.531 0.730 0.782
B -1.0151 0.1467 0.3971 0.916 -0.348 -0.634
H -4.1028 -0.1638 -0.8849 -0.184 0.117 -1.235
H 1.7629 2.4546 -0.8971 -0.012 0.017 0.367
H -3.2714 3.6781 1.6422 -0.480 -0.184 0.086
H -0.2815 -4.5141 -3.5549 -0.051 -0.146 0.181
H -3.2775 -0.5014 0.2798 1.123 -0.741 1.244
H 0.5609 -5.8604 -1.4405 0.185 -0.494 -0.906
H -1.8229 4.1793 1.1069 0.903 0.604 -0.226
H 3.6746 2.3479 2.7014 0.924 0.114 -0.326
H -1.1128 -5.3794 0.1735 0.051 -0.136 0.225
H 2.2820 4.6307 2.8849 -0.139 -0.555 0.166
H 0.9687 -3.1716 -0.3026 0.404 -0.095 0.321
H 3.8097 4.4479 2.0098 -0.387 0.973 -0.596
H 2.1833 1.9798 2.3765 -0.895 -0.171 -1.647
H -3.3881 -1.6592 -1.0315 1.272 -0.963 -0.411
H 0.2186 -3.0363 -2.7269 0.092 0.015 0.202
H -1.2956 -3.7327 0.7943 0.207 0.293 -0.399
H -2.8822 3.5335 0.0081 -0.187 0.103 -0.285
H 2.9344 3.7678 -1.2515 -0.023 -0.281 -0.131
H -4.7181 -1.3389 -0.0557 0.012 -0.560 0.551
H 3.7903 1.5155 0.2115 -0.080 0.020 -0.194
H -2.1044 2.6006 1.1219 0.185 -1.085 0.142
H 1.9715 -4.9781 -2.0682 -0.093 0.418 0.219
H 1.2388 -4.8181 0.4738 0.083 0.468 0.153
H 4.5021 3.0965 0.4220 -0.193 0.134 0.311

---

50
Properties=species:S:1:pos:R:3:forces:R:3 method="wB97M-V/def2-TZVPD" total_charge=+2
O 1.9070 0.8254 0.2186 3.184 2.079 0.556
O 2.1447 2.1729 -2.5425 -0.102 1.203 2.014
O -0.9108 -1.9378 2.7813 -0.537 0.193 0.351
O 2.1677 -1.2559 3.0549 -0.733 -0.516 -0.187
O 0.9933 5.6219 1.7982 -0.865 -1.081 -0.080
O -2.9715 -0.9572 -2.7283 1.817 -0.115 -0.670
O 0.7198 -0.0593 -1.3006 -0.215 -1.009 0.983
O 0.5050 1.0290 -3.3635 -0.589 -0.140 -1.118
O -1.5363 1.2116 -2.1824 -0.328 0.687 -1.155
O 2.5427 0.8851 -4.1708 -1.500 -0.253 0.212
O 0.3942 -0.4159 0.8648 -0.844 -0.343 -0.930
O -1.1584 -2.4952 -1.4635 0.748 0.845 -0.042
O 0.4537 2.0794 2.6520 -0.223 0.678 -0.368
O 1.0935 -2.4890 -3.1871 -0.796 0.510 0.135
N 1.7100 1.3536 -3.4029 3.223 -1.733 -0.969
N 0.9731 0.0845 -0.0982 -0.402 -0.401 -0.875
C -2.9466 1.4065 -2.2008 -0.637 -1.892 -0.352
C -0.1321 -3.4759 -1.3489 0.566 -2.155 -0.843
C 0.0929 -2.6832 3.3966 1.827 -1.404 0.406
C -3.4317 0.0220 -1.8252 -1.841 2.136 1.662
C 1.2641 -3.1218 -1.8860 -0.948 1.216 0.314
C 0.5712 4.4839 2.6163 1.215 1.026 0.166
C 1.3091 -1.9467 3.9688 0.035 0.834 0.084
C 0.2007 3.2205 1.8296 0.021 0.634 0.413
Be -0.7236 -0.8348 -3.2540 0.358 1.224 3.089
Be 3.9456 2.1027 -0.8592 -3.070 -0.933 -1.036
H -1.1949 2.0316 -2.5733 0.738 -0.498 0.107
H -3.1922 -1.8138 -2.3420 0.175 -0.260 -0.293
H -3.4205 1.5564 -3.1746 0.756 0.757 -0.326
H -0.0177 -3.8731 -0.3398 -0.074 0.404 0.174
H 1.9912 -2.2303 -3.4362 -0.248 0.342 -0.531
H 1.9427 -3.9683 -1.9798 -0.469 -0.347 -0.051
H -4.5246 0.0526 -1.8556 0.016 -0.282 -0.076
H 0.7494 3.1580 0.8843 0.386 0.122 -0.040
H 0.4449 -3.5234 2.7838 0.066 0.235 -0.552
H -0.0444 1.3436 2.2843 -0.014 -0.080 0.146
H 0.9030 -1.2158 4.6769 0.042 0.123 0.108
H -0.6106 -1.5543 1.9533 0.227 -0.174 0.150
H 1.4442 4.3615 3.2612 -0.113 -0.968 0.161
H -0.5567 -4.3054 -1.9202 0.562 -0.245 -0.135
H 1.9538 -2.6168 4.5353 -0.182 -0.219 -0.097
H -0.8475 3.3202 1.5381 -0.173 -0.260 0.104
H 0.8428 6.3685 2.3861 0.142 0.293 -0.289
H -3.2289 2.1841 -1.4940 -0.241 -0.188 0.059
H -0.2169 -3.2369 4.2863 -1.049 0.439 -0.037
H -3.1661 -0.0474 -0.7653 0.436 -1.152 -0.164
H -1.5316 -2.4485 -0.5742 -0.162 0.680 -0.095
H 1.5577 -0.8079 2.4575 0.303 0.363 -0.083
H 1.7623 -2.3942 -1.2432 -0.123 0.007 0.149
H -0.2170 4.8334 3.2837 -0.364 -0.383 -0.149

---

37
Properties=species:S:1:pos:R:3:forces:R:3 method="wB97M-V/def2-TZVPD" total_charge=-1
Br -0.0093 0.4753 0.0509 -0.521 5.869 1.769
O -2.2419 1.1530 -0.7596 -5.721 1.953 -1.670
O 0.1056 -0.3532 2.3882 -3.042 1.771 5.755
O 1.8074 -1.0003 -0.2034 5.009 -3.298 0.576
O 0.2658 2.2431 -2.3400 0.412 1.621 0.795
C -0.2895 0.9918 -2.5576 -0.388 -0.475 -2.550
C -2.2919 -1.1370 -1.4935 -0.716 -0.769 -0.180
C 0.4769 0.9645 2.6692 1.946 -0.331 2.329
C -1.3372 1.0705 -3.6492 -0.176 -0.371 0.147
C 2.8662 -2.3272 1.4482 0.576 -0.502 -0.038
C 1.5813 0.7924 3.7459 -0.137 1.315 0.345
C 1.9165 -1.1874 1.2182 1.142 -2.239 -1.796
C -3.0025 -0.0087 -0.7427 0.371 -0.445 0.060
H -1.3947 0.9625 -0.3502 -1.601 0.858 0.422
H -0.1723 -0.3450 1.4693 -1.150 -0.367 0.324
H 3.8576 -2.0145 1.1204 0.261 -0.129 0.006
H 2.3391 -0.3523 1.7769 -0.053 0.383 -0.712
H -2.1681 1.7531 -3.4712 0.100 0.094 0.584
H -3.9872 0.1191 -1.1923 -0.048 0.453 -0.337
H 2.0600 1.7570 3.9150 0.125 0.296 0.033
H -1.7560 0.0642 -3.6565 0.033 0.291 -1.102
H -0.9044 1.3941 -4.5958 0.107 -0.388 -0.356
H 2.9307 -2.6344 2.4921 0.001 0.190 0.263
H -0.6550 0.5463 -1.6324 0.089 0.733 -2.993
H 0.3976 2.6289 -3.2091 0.087 0.145 0.063
H 1.2032 0.5079 4.7279 -0.230 -0.326 -0.091
H 2.6187 -3.2298 0.8895 -0.235 0.071 -0.190
H -2.3361 -0.9330 -2.5633 -0.003 -0.287 0.341
H 2.3914 0.1220 3.4589 -0.370 -0.090 0.016
H -2.8241 -2.0755 -1.3386 -0.138 -0.179 0.059
H -1.2566 -1.3121 -1.2012 -0.243 0.074 0.003
H 0.9078 1.5084 1.8285 0.154 -0.373 0.166
H -3.2497 -0.2939 0.2798 0.228 -0.336 0.436
H 0.9864 -0.5104 -0.2907 2.472 -2.699 -1.786
H 0.5367 0.3697 -2.9019 0.053 -0.720 -0.205
H -0.2964 1.6416 3.0320 -0.539 -0.225 0.256
H 0.9239 -1.3508 1.6380 2.142 -1.568 -0.744

---

no.,HOMO (hartree),LUMO level (Ha),HOMO-LUMO gap (eV)
1,-0.352,-0.0305,8.750
2,-0.455,-0.1169,9.204
3,-0.523,-0.4338,2.427
4,-0.157,0.1282,7.770